{"formula": "C60H136N16O20", "method": "ωB97M-V/def2-TZVPD", "e_tot_ev": -129224.0717, "symbols": ["C", "C", "O", "N", "C", "H", "H", "H", "H", "H", "H", "H", "C", "C", "O", "N", "C", "H", "H", "H", "H", "H", "H", "H", "C", "C", "O", "N", "C", "H", "H", "H", "H", "H", "H", "H", "C", "C", "O", "N", "C", "H", "H", "H", "H", "H", "H", "H", "C", "C", "O", "N", "C", "H", "H", "H", "H", "H", "H", "H", "C", "C", "O", "N", "C", "H", "H", "H", "H", "H", "H", "H", "C", "C", "O", "N", "C", "H", "H", "H", "H", "H", "H", "H", "C", "C", "O", "N", "C", "H", "H", "H", "H", "H", "H", "H", "C", "C", "O", "N", "C", "H", "H", "H", "H", "H", "H", "H", "C", "C", "O", "N", "C", "H", "H", "H", "H", "H", "H", "H", "C", "C", "O", "N", "C", "H", "H", "H", "H", "H", "H", "H", "C", "C", "O", "N", "C", "H", "H", "H", "H", "H", "H", "H", "C", "C", "O", "N", "C", "H", "H", "H", "H", "H", "H", "H", "C", "C", "O", "N", "C", "H", "H", "H", "H", "H", "H", "H", "C", "C", "O", "N", "C", "H", "H", "H", "H", "H", "H", "H", "C", "C", "O", "N", "C", "H", "H", "H", "H", "H", "H", "H", "C", "C", "O", "C", "H", "H", "H", "H", "H", "H", "C", "C", "O", "C", "H", "H", "H", "H", "H", "H", "C", "C", "O", "C", "H", "H", "H", "H", "H", "H", "C", "C", "O", "C", "H", "H", "H", "H", "H", "H"], "coordinates": [[1.007, -5.415, -1.018], [0.890, -3.899, -0.956], [0.270, -3.327, -0.047], [1.530, -3.193, -1.901], [2.113, -3.718, -3.160], [1.981, -5.765, -1.326], [0.262, -5.902, -1.634], [0.761, -5.712, 0.056], [1.626, -2.191, -1.597], [1.415, -4.390, -3.710], [3.082, -4.260, -2.984], [2.253, -2.870, -3.877], [1.110, -2.441, 7.970], [-0.383, -2.617, 7.684], [-1.321, -2.421, 8.419], [-0.652, -2.922, 6.375], [-1.950, -2.696, 5.892], [1.454, -3.169, 8.784], [1.372, -1.485, 8.374], [1.700, -2.650, 7.069], [0.054, -3.424, 5.818], [-2.510, -2.146, 6.686], [-2.493, -3.599, 5.649], [-1.842, -2.075, 4.979], [-6.539, 2.787, 2.647], [-5.119, 3.023, 2.180], [-4.376, 2.007, 2.284], [-4.642, 4.236, 1.795], [-3.362, 4.356, 1.142], [-6.602, 3.068, 3.659], [-6.808, 1.781, 2.456], [-7.183, 3.427, 2.033], [-5.320, 5.045, 1.920], [-3.198, 5.428, 1.264], [-3.459, 4.075, 0.089], [-2.550, 3.765, 1.586], [-2.404, -3.140, -2.752], [-3.499, -2.127, -2.395], [-3.766, -1.170, -3.119], [-4.148, -2.359, -1.244], [-5.342, -1.584, -0.989], [-2.539, -4.011, -2.219], [-1.498, -2.734, -2.364], [-2.324, -3.278, -3.795], [-3.650, -2.983, -0.559], [-5.218, -0.615, -1.401], [-5.362, -1.403, 0.119], [-6.325, -2.029, -1.273], [1.630, -0.984, 4.281], [3.026, -0.776, 4.795], [3.959, -1.473, 4.394], [3.158, 0.259, 5.627], [4.409, 0.648, 6.244], [1.105, -0.063, 4.108], [1.095, -1.576, 5.030], [1.656, -1.486, 3.303], [2.322, 0.564, 6.114], [5.214, 0.160, 5.645], [4.437, 0.230, 7.225], [4.618, 1.687, 6.331], [-1.431, -2.029, 2.125], [-1.786, -3.435, 1.874], [-2.641, -3.721, 1.045], [-1.302, -4.349, 2.705], [-1.793, -5.672, 2.853], [-2.264, -1.471, 2.539], [-1.314, -1.563, 1.114], [-0.472, -1.885, 2.620], [-0.626, -4.054, 3.396], [-2.777, -5.841, 2.334], [-1.929, -5.875, 3.908], [-1.165, -6.458, 2.459], [6.564, 1.934, 0.992], [5.056, 2.076, 0.726], [4.649, 2.946, 0.021], [4.301, 1.213, 1.412], [2.849, 1.198, 1.308], [6.908, 1.376, 1.892], [7.122, 2.855, 1.063], [6.860, 1.432, 0.119], [4.826, 0.564, 1.995], [2.564, 1.250, 0.237], [2.442, 2.084, 1.864], [2.428, 0.261, 1.655], [5.168, 0.776, -2.585], [3.883, 0.167, -3.037], [2.787, 0.392, -2.527], [3.968, -0.642, -4.115], [5.129, -1.153, -4.811], [5.943, 0.110, -2.143], [4.945, 1.646, -1.956], [5.773, 1.155, -3.425], [3.115, -0.997, -4.436], [5.472, -0.476, -5.582], [4.851, -2.118, -5.260], [5.922, -1.341, -4.054], [2.260, -0.871, -8.206], [1.769, -1.084, -6.778], [2.257, -1.895, -5.997], [0.673, -0.330, -6.532], [0.303, -0.170, -5.125], [1.656, -0.148, -8.732], [2.286, -1.840, -8.673], [3.242, -0.471, -8.136], [0.429, 0.478, -7.166], [1.122, -0.382, -4.446], [-0.531, -0.794, -4.831], [0.025, 0.905, -4.953], [3.202, -4.589, 5.787], [2.408, -4.604, 4.509], [1.166, -4.485, 4.430], [3.149, -4.739, 3.397], [2.589, -4.925, 2.074], [4.243, -4.746, 5.406], [2.926, -5.321, 6.531], [3.074, -3.672, 6.312], [4.172, -4.922, 3.539], [1.580, -4.561, 1.985], [2.476, -5.995, 1.776], [3.167, -4.331, 1.340], [-2.020, 3.537, -8.044], [-0.662, 2.964, -8.332], [-0.452, 1.781, -8.154], [0.292, 3.936, -8.547], [1.692, 3.576, -8.812], [-1.999, 4.440, -7.397], [-2.623, 2.810, -7.538], [-2.499, 3.923, -8.954], [-0.039, 4.856, -8.804], [2.192, 3.150, -7.950], [2.206, 4.462, -9.196], [1.664, 2.852, -9.608], [-5.784, 0.330, 6.920], [-5.483, 1.098, 5.626], [-5.504, 2.334, 5.637], [-5.305, 0.342, 4.493], [-5.068, -1.084, 4.513], [-5.734, -0.753, 6.908], [-6.768, 0.758, 7.242], [-5.057, 0.628, 7.657], [-4.867, 0.916, 3.771], [-4.689, -1.633, 5.406], [-4.306, -1.235, 3.778], [-5.895, -1.685, 4.105], [6.646, -2.204, 2.635], [5.927, -1.906, 1.335], [6.538, -1.543, 0.351], [4.584, -2.194, 1.321], [3.788, -1.808, 0.233], [7.612, -1.688, 2.576], [6.747, -3.264, 2.632], [6.132, -1.838, 3.563], [4.182, -2.083, 2.235], [4.077, -0.849, -0.164], [2.750, -1.818, 0.501], [3.847, -2.624, -0.550], [-0.866, 1.181, 3.105], [0.190, 2.278, 3.160], [0.854, 2.421, 4.219], [0.276, 3.107, 2.092], [1.200, 4.251, 2.135], [-1.859, 1.715, 3.285], [-0.632, 0.426, 3.864], [-1.018, 0.660, 2.140], [-0.008, 2.732, 1.178], [1.457, 4.599, 1.118], [2.140, 4.096, 2.541], [0.815, 5.143, 2.597], [1.640, 5.065, -5.029], [1.905, 3.594, -4.681], [2.062, 2.795, -5.566], [1.908, 3.179, -3.396], [1.361, 3.853, -2.181], [1.433, 5.727, -4.151], [0.688, 5.125, -5.598], [2.487, 5.383, -5.621], [2.144, 2.173, -3.363], [1.471, 3.167, -1.368], [0.312, 3.927, -2.374], [1.830, 4.803, -1.996], [-4.471, 2.088, -4.216], [-3.011, 1.925, -4.612], [-2.035, 2.460, -4.121], [-2.826, 1.021, -5.657], [-3.779, 0.259, -6.360], [-4.492, 2.685, -3.325], [-4.791, 1.080, -4.014], [-5.086, 2.594, -4.995], [-1.893, 0.630, -5.903], [-4.690, 0.755, -6.629], [-4.069, -0.625, -5.794], [-3.329, -0.006, -7.291], [5.001, 2.036, -7.624], [5.440, 3.403, -7.218], [5.396, 4.332, -8.018], [5.807, 3.652, -5.713], [4.258, 1.704, -6.886], [5.767, 1.319, -7.824], [4.503, 2.134, -8.590], [5.197, 3.088, -5.035], [5.571, 4.738, -5.598], [6.871, 3.387, -5.522], [-2.840, 1.486, -0.988], [-1.341, 1.301, -0.941], [-0.692, 2.038, -0.202], [-0.725, 0.238, -1.735], [-3.088, 2.541, -1.219], [-3.181, 1.289, 0.032], [-3.397, 0.806, -1.708], [0.312, 0.418, -1.890], [-1.378, 0.134, -2.623], [-0.843, -0.719, -1.250], [-0.488, 3.245, 7.426], [0.074, 1.817, 7.453], [1.189, 1.496, 7.790], [-0.966, 0.906, 6.894], [0.088, 3.833, 6.679], [-0.334, 3.782, 8.398], [-1.572, 3.282, 7.218], [-1.280, 1.402, 5.963], [-1.877, 0.815, 7.469], [-0.491, 0.009, 6.528], [-9.021, -2.461, 1.021], [-8.579, -1.053, 1.486], [-7.420, -0.854, 1.852], [-9.542, 0.051, 1.385], [-8.131, -3.129, 0.761], [-9.674, -2.466, 0.162], [-9.473, -2.982, 1.878], [-9.069, 1.006, 1.692], [-10.412, -0.241, 2.013], [-9.885, 0.137, 0.364]]}